No. 1
Below is C48H45IIrN5O5S2 as an isolated structure, with properties calculated with ωB97M-V/def2-TZVPD.

ORCA input file:
```
! RIJCOSX wB97M-V def2-TZVPD def2/J DEFGRID3
* xyz -1 2
Ir 0.716 1.148 -0.218
O -1.554 3.089 2.525
C -0.866 3.027 1.512
O -0.010 2.042 1.407
C -0.986 4.131 0.489
C -1.880 5.148 0.850
C -2.108 6.253 0.057
C -1.424 6.361 -1.151
C -0.545 5.371 -1.529
C -0.302 4.237 -0.731
S 0.902 3.157 -1.386
H -2.394 5.036 1.794
H -2.808 7.017 0.371
H -1.582 7.213 -1.801
H -0.021 5.444 -2.474
C 0.562 -0.429 4.919
C 1.103 -1.834 4.911
C 1.669 -2.364 6.069
C 2.142 -3.665 6.128
C 2.064 -4.475 5.005
C 1.534 -3.966 3.833
C 1.055 -2.658 3.774
N 0.489 -2.206 2.562
C 0.919 -1.111 1.833
N 2.103 -0.618 2.238
C 2.852 0.494 1.823
C 2.464 1.375 0.813
C 3.332 2.428 0.527
C 4.529 2.602 1.199
C 4.894 1.712 2.195
C 4.065 0.654 2.520
C 4.480 -0.314 3.599
N 0.224 -0.652 0.851
C -0.923 -1.431 0.495
C -0.746 -2.425 -0.467
C -1.810 -3.229 -0.843
C -3.054 -3.041 -0.253
C -3.214 -2.070 0.722
C -2.155 -1.258 1.128
C -2.336 -0.276 2.251
H 0.155 -0.191 5.902
H -0.220 -0.289 4.176
H 1.339 0.305 4.693
H 1.714 -1.737 6.952
H 2.566 -4.046 7.049
H 2.426 -5.494 5.036
H 1.493 -4.572 2.936
H -0.134 -2.828 2.072
H 2.563 -1.195 2.921
H 3.068 3.131 -0.243
H 5.173 3.434 0.940
H 5.830 1.833 2.729
H 5.440 -0.015 4.016
H 4.598 -1.333 3.214
H 3.763 -0.356 4.426
H 0.237 -2.525 -0.912
H -1.669 -3.990 -1.602
H -3.899 -3.650 -0.551
H -4.185 -1.919 1.181
H -3.363 0.087 2.284
H -1.671 0.580 2.163
H -2.131 -0.768 3.207
C -0.547 -1.345 -5.719
C -0.890 -2.090 -4.435
N -1.934 -1.451 -3.650
C -3.318 -1.837 -3.908
C -4.096 -0.814 -4.726
C -1.664 -0.515 -2.700
S -0.035 -0.023 -2.513
N -2.734 -0.090 -2.036
C -2.669 0.848 -1.086
O -1.674 1.418 -0.604
C -4.028 1.216 -0.537
C -5.180 0.589 -1.009
C -6.424 0.926 -0.499
C -6.532 1.894 0.492
C -5.387 2.518 0.968
C -4.142 2.181 0.457
H 0.260 -1.856 -6.248
H -0.217 -0.333 -5.485
H -1.410 -1.286 -6.385
H 0.000 -2.175 -3.811
H -1.231 -3.102 -4.666
H -3.814 -2.003 -2.951
H -3.284 -2.790 -4.439
H -4.140 0.134 -4.190
H -5.116 -1.165 -4.897
H -3.626 -0.645 -5.695
H -5.079 -0.166 -1.775
H -7.312 0.432 -0.874
H -7.504 2.158 0.892
H -5.457 3.269 1.745
H -3.256 2.657 0.849
I 8.028 -1.118 -5.194
C 6.333 -0.939 -3.975
C 5.543 0.195 -4.072
C 4.424 0.309 -3.258
C 4.097 -0.703 -2.364
C 4.899 -1.834 -2.287
C 6.024 -1.959 -3.088
C 2.884 -0.596 -1.462
O 2.596 -1.545 -0.744
O 2.274 0.533 -1.578
H 5.796 0.983 -4.769
H 3.794 1.187 -3.304
H 4.623 -2.610 -1.585
H 6.652 -2.838 -3.023
*
```

- frontier orbital gap (spin up / spin down) (eV) = 6.49 / 6.02
- LUMO energy (spin up / spin down) (Eh) = 0.0734 / 0.0566
- ΔE to the lowest compared entry with this formula, charge and spin (eV) = 0.754
- electronic energy (a.u.) = -3704.7281


No. 2
Below is an isolated ion of composition C3HF3IO2 and charge -1, with properties calculated with ωB97M-V/def2-TZVPD.

ORCA input file:
```
! RIJCOSX wB97M-V def2-TZVPD def2/J DEFGRID3
* xyz -1 1
O 1.619 -0.660 -1.639
C 0.941 -1.015 -0.653
O 1.138 -1.872 0.207
C -0.398 -0.149 -0.497
I -0.658 1.273 -2.071
C -0.303 0.670 0.914
F -0.291 -0.214 1.957
F 0.713 1.515 1.108
F -1.417 1.363 1.061
H -1.344 -0.913 -0.387
*
```

- frontier orbital gap (eV) = 7.55
- LUMO energy (Eh) = 0.1059
- ΔE to the lowest compared entry with this formula, charge and spin (eV) = 0.000
- structure (SMILES) = O=C([O-])[C@H](I)C(F)(F)F
- electronic energy (a.u.) = -862.7746


No. 3
Below is C4H6O4 as an isolated structure, with properties calculated with ωB97M-V/def2-TZVPD.

ORCA input file:
```
! RIJCOSX wB97M-V def2-TZVPD def2/J DEFGRID3
* xyz 0 1
C 1.436 -0.474 0.385
C -0.591 1.163 0.086
C -1.245 -0.028 0.255
C -1.928 -0.980 -0.346
O 2.719 -0.239 0.609
O 1.137 -1.079 -0.757
O -1.272 2.335 0.182
O 0.710 1.250 0.093
H 0.389 -1.717 -0.567
H 3.105 0.193 -0.171
H -0.617 3.040 0.078
H 0.913 -0.828 1.278
H -2.319 -0.890 -1.357
H -2.437 -1.746 0.233
*
```

- frontier orbital gap (eV) = 8.32
- LUMO energy (Eh) = 0.0198
- ΔE to the lowest compared entry with this formula, charge and spin (eV) = 4.366
- electronic energy (a.u.) = -456.8605


No. 4
Below is a 3-piece molecular cluster, C12H24ClN4O3 overall, with properties calculated with ωB97M-V/def2-TZVPD.

ORCA input file:
```
! RIJCOSX wB97M-V def2-TZVPD def2/J DEFGRID3
* xyz 1 1
C -0.558 -2.078 -0.812
O 0.229 -0.845 -0.658
C -0.308 0.261 -1.480
C -1.274 1.303 -0.626
C -2.849 1.170 -1.167
N -3.829 1.198 -0.011
Cl -3.643 2.158 1.437
C -4.947 0.401 -0.102
N -5.975 0.384 1.016
C -7.020 -0.629 0.503
N -6.639 -1.159 -0.862
N -5.439 -0.542 -1.177
H -0.430 -2.713 0.191
H -1.707 -1.918 -0.970
H -0.156 -2.801 -1.671
H -0.892 -0.263 -2.379
H 0.543 0.905 -1.968
H -1.266 0.899 0.497
H -0.898 2.421 -0.652
H -3.088 1.980 -2.011
H -2.911 0.073 -1.628
H -7.996 -0.961 1.059
H -7.092 -1.838 -1.512
H -4.939 -0.702 -2.079
C 3.897 -2.824 1.961
C 2.462 -2.386 2.081
O 1.572 -3.185 2.368
C 2.157 -0.932 1.837
H 3.967 -3.898 2.164
H 4.259 -2.635 0.947
H 4.511 -2.289 2.690
H 2.442 -0.659 0.818
H 2.694 -0.313 2.561
H 1.082 -0.761 1.958
C 4.357 2.510 1.050
C 4.491 1.712 -0.219
O 4.665 0.495 -0.193
C 4.403 2.462 -1.522
H 4.441 1.838 1.911
H 5.157 3.253 1.108
H 3.380 2.999 1.081
H 5.204 3.203 -1.579
H 3.428 2.948 -1.606
H 4.516 1.758 -2.354
*
```

- frontier orbital gap (eV) = 6.84
- LUMO energy (Eh) = -0.1525
- electronic energy (a.u.) = -1376.0561


No. 5
Below is C15H25AlBeCaCl4F10NaO13P2S as an isolated structure, with properties calculated with ωB97M-V/def2-TZVPD.

ORCA input file:
```
! RIJCOSX wB97M-V def2-TZVPD def2/J DEFGRID3
* xyz 1 1
C -4.047 2.207 2.594
C -5.223 2.630 1.589
O -5.357 1.835 0.404
C -4.258 1.951 -0.522
P -3.303 3.563 -0.800
O -2.724 4.298 0.627
O -4.049 4.635 -1.865
O -4.961 1.809 -1.817
C -3.846 1.505 -2.712
O -3.773 1.824 -3.911
O -2.768 0.797 -2.026
C -3.340 0.613 -0.710
C -2.449 0.097 0.506
C -1.639 -1.210 -0.026
C -0.085 -0.920 -0.337
C 0.696 -0.655 1.045
C 2.244 -0.215 0.871
F 3.044 -0.488 2.046
F 2.791 -1.149 -0.126
C 2.481 1.234 0.244
F 3.910 1.429 0.204
F 2.068 1.301 -1.129
S 1.725 2.692 1.124
F 3.273 3.222 1.571
F 1.939 3.614 -0.290
F 0.176 2.374 0.592
F 1.531 1.907 2.578
F 1.127 4.073 1.852
H -4.055 3.011 3.451
H -4.238 1.189 3.143
H -2.989 2.259 2.150
H -6.211 2.494 2.183
H -5.213 3.758 1.314
H -2.601 5.263 0.415
H -3.484 4.553 -2.717
H -4.165 -0.175 -0.877
H -1.776 0.880 0.995
H -3.180 -0.292 1.317
H -2.208 -1.661 -0.928
H -1.703 -2.018 0.806
H 0.343 -1.868 -0.814
H -0.038 -0.068 -1.096
H 0.072 0.056 1.686
H 0.713 -1.668 1.608
C 1.546 -5.408 1.766
C 2.379 -4.361 1.002
O 1.589 -3.828 0.091
H 1.183 -6.203 1.107
H 2.174 -5.881 2.540
H 0.685 -4.959 2.271
H 3.285 -4.904 0.659
H 2.801 -3.699 1.783
Al 3.962 -6.754 2.784
F -2.209 4.446 -3.457
O -1.441 5.493 -5.602
H -0.739 4.845 -5.644
Na -4.444 1.819 5.244
C 3.125 -8.182 -0.966
O 3.101 -8.612 0.292
H 2.572 -7.248 -1.191
H 4.115 -7.953 -1.402
H 2.708 -8.861 -1.735
O -3.162 8.487 -5.783
P -1.904 9.283 -5.422
O -2.242 10.776 -5.411
O -0.808 9.006 -6.463
O -1.402 8.856 -4.030
C 8.568 -7.275 2.760
Cl 8.837 -8.726 3.756
Cl 10.062 -6.864 1.898
Cl 7.273 -7.596 1.584
Cl 8.095 -5.918 3.811
Ca -0.440 7.417 -4.873
Be 6.280 -7.881 4.419
*
```

- frontier orbital gap (eV) = 1.14
- LUMO energy (Eh) = -0.2657
- electronic energy (a.u.) = -6581.0523


No. 6
Below is a 6-piece molecular cluster, C36H86Cl2F2N5O9P2 overall, with properties calculated with ωB97M-V/def2-TZVPD.

ORCA input file:
```
! RIJCOSX wB97M-V def2-TZVPD def2/J DEFGRID3
* xyz -1 1
C 4.401 3.100 3.279
C 3.045 2.486 2.815
C 3.218 1.059 2.257
Cl 4.926 0.648 1.768
C 2.152 0.675 1.158
C 2.681 1.075 -0.212
C 3.130 2.522 -0.356
O 4.229 2.910 -0.521
F 2.097 3.381 -0.338
O 0.987 1.346 1.603
P 0.132 0.538 2.900
C -0.790 2.124 3.483
C -0.293 2.544 4.889
C -0.643 3.348 2.559
C -1.419 3.212 1.225
P -1.580 -0.238 1.667
O -3.020 0.294 2.365
Cl -1.687 -2.313 2.188
O 0.952 -0.924 2.390
C 1.697 -0.810 1.194
C 2.901 -1.776 1.486
C 2.431 -3.198 1.877
C 1.097 -1.403 -0.106
C 0.217 -0.611 -1.104
C -1.121 -1.330 -1.425
F -0.071 0.702 -0.794
H 5.025 3.409 2.445
H 4.918 2.463 3.994
H 4.141 4.019 3.825
H 2.649 3.190 2.085
H 2.411 2.509 3.693
H 3.022 0.370 3.077
H 1.960 0.956 -1.025
H 3.521 0.444 -0.496
H 1.124 0.853 3.902
H -0.544 -0.159 4.018
H -1.863 1.955 3.598
H -0.020 1.682 5.504
H 0.487 3.306 4.845
H -1.146 3.014 5.397
H -1.135 4.188 3.077
H 0.386 3.669 2.403
H -1.221 2.268 0.719
H -2.480 3.385 1.416
H -1.092 4.042 0.588
H -3.201 -0.301 3.106
H 3.500 -1.443 2.332
H 3.586 -1.828 0.633
H 3.352 -3.765 2.077
H 1.873 -3.190 2.809
H 1.928 -3.723 1.066
H 0.535 -2.287 0.195
H 1.938 -1.796 -0.684
H 0.750 -0.581 -2.063
H -1.075 -1.805 -2.406
H -1.431 -2.010 -0.636
H -1.897 -0.563 -1.490
C -5.725 -2.851 -5.548
C -4.613 -1.837 -5.295
C -3.351 -2.449 -4.668
O -3.457 -2.730 -3.289
C -4.082 -3.956 -2.967
N -5.150 -0.736 -4.490
H -6.242 -3.129 -4.631
H -6.472 -2.429 -6.222
H -5.332 -3.760 -6.010
H -4.318 -1.429 -6.267
H -2.545 -1.713 -4.751
H -3.023 -3.342 -5.219
H -3.857 -4.732 -3.705
H -5.165 -3.835 -2.874
H -3.700 -4.274 -1.997
H -4.445 -0.009 -4.408
H -5.261 -1.076 -3.539
C 4.859 -5.953 -1.315
C 5.892 -4.852 -1.095
C 7.227 -5.366 -0.533
O 7.207 -5.673 0.848
C 6.693 -6.951 1.173
N 5.297 -3.811 -0.255
H 4.406 -6.282 -0.380
H 4.050 -5.588 -1.949
H 5.304 -6.822 -1.806
H 6.109 -4.411 -2.074
H 7.966 -4.567 -0.639
H 7.599 -6.223 -1.111
H 6.947 -7.694 0.411
H 5.610 -6.917 1.312
H 7.141 -7.255 2.119
H 5.943 -3.028 -0.192
H 5.255 -4.166 0.697
C -3.092 9.269 0.964
C -3.571 7.843 0.710
C -3.614 6.971 1.975
O -2.354 6.507 2.410
C -1.612 7.423 3.190
N -2.744 7.245 -0.341
H -2.014 9.321 1.108
H -3.331 9.903 0.109
H -3.577 9.698 1.844
H -4.597 7.907 0.335
H -4.187 6.070 1.740
H -4.142 7.479 2.794
H -2.261 8.038 3.822
H -0.989 8.064 2.561
H -0.947 6.843 3.831
H -3.125 6.335 -0.586
H -1.839 7.027 0.068
C -7.890 -0.992 0.570
C -6.555 -1.329 1.230
C -6.695 -2.215 2.480
O -7.139 -1.537 3.644
C -8.536 -1.359 3.736
N -5.830 -0.090 1.506
H -8.438 -0.226 1.121
H -7.723 -0.603 -0.435
H -8.528 -1.876 0.486
H -5.969 -1.902 0.504
H -5.704 -2.600 2.730
H -7.335 -3.087 2.282
H -9.082 -2.205 3.307
H -8.850 -0.432 3.250
H -8.791 -1.283 4.795
H -4.893 -0.320 1.848
H -6.280 0.358 2.301
C 5.664 0.421 -3.419
C 5.287 -1.057 -3.386
C 5.489 -1.778 -4.728
O 4.496 -1.510 -5.701
C 4.679 -0.312 -6.431
N 3.915 -1.180 -2.892
H 4.910 1.026 -3.924
H 5.755 0.809 -2.404
H 6.621 0.574 -3.924
H 5.948 -1.545 -2.662
H 5.429 -2.855 -4.545
H 6.489 -1.581 -5.139
H 5.739 -0.100 -6.601
H 4.209 0.534 -5.925
H 4.190 -0.436 -7.397
H 3.689 -2.163 -2.760
H 3.290 -0.883 -3.637
*
```

- frontier orbital gap (eV) = 5.78
- LUMO energy (Eh) = 0.0763
- electronic energy (a.u.) = -4176.9810


No. 7
Below is C47H37N3O2RhS3 as an isolated structure, with properties calculated with ωB97M-V/def2-TZVPD.

ORCA input file:
```
! RIJCOSX wB97M-V def2-TZVPD def2/J DEFGRID3
* xyz 3 1
Rh 0.556 -1.839 -1.206
C 3.217 6.188 -1.947
C 2.821 4.773 -1.646
C 3.504 4.038 -0.672
C 3.163 2.728 -0.392
C 2.100 2.166 -1.090
C 1.399 2.855 -2.071
C 1.767 4.166 -2.329
S 1.697 0.483 -0.747
O 0.694 0.079 -1.902
C 0.866 0.478 0.807
C 1.674 -0.100 1.826
C 1.257 -0.034 3.122
C 0.026 0.582 3.452
C -0.416 0.642 4.796
C -1.618 1.208 5.101
C -2.445 1.731 4.077
C -2.047 1.695 2.775
C -0.789 1.134 2.424
C -0.341 1.089 1.080
C -1.153 1.668 -0.019
C -1.313 3.075 -0.140
C -0.643 3.989 0.718
C -0.862 5.328 0.600
C -1.742 5.831 -0.390
C -2.355 4.982 -1.261
C -2.154 3.582 -1.163
C -2.777 2.689 -2.067
C -2.595 1.339 -1.972
C -1.797 0.852 -0.918
S -1.696 -0.922 -0.804
O -2.550 -1.482 -1.857
C -2.385 -1.269 0.778
C -3.723 -0.930 0.963
C -4.327 -1.242 2.166
C -3.624 -1.888 3.186
C -4.296 -2.234 4.481
C -2.278 -2.195 2.979
C -1.656 -1.893 1.780
H 4.292 6.327 -1.847
H 2.736 6.871 -1.243
H 2.916 6.480 -2.951
H 4.328 4.496 -0.140
H 3.706 2.168 0.361
H 0.589 2.386 -2.613
H 1.231 4.725 -3.085
H 2.622 -0.559 1.570
H 1.867 -0.449 3.915
H 0.218 0.236 5.574
H -1.946 1.263 6.131
H -3.400 2.171 4.337
H -2.686 2.104 2.003
H 0.046 3.617 1.467
H -0.362 6.018 1.267
H -1.920 6.896 -0.454
H -3.004 5.363 -2.039
H -3.408 3.093 -2.849
H -3.067 0.651 -2.658
H -4.287 -0.448 0.173
H -5.367 -0.982 2.319
H -5.379 -2.245 4.376
H -4.041 -1.500 5.249
H -3.972 -3.209 4.843
H -1.713 -2.669 3.773
H -0.596 -2.086 1.652
C 4.522 -1.639 -2.906
C 5.149 -2.706 -2.278
C 4.402 -3.559 -1.479
C 3.048 -3.318 -1.337
N 2.465 -2.239 -1.889
C 3.179 -1.420 -2.672
C 2.104 -4.204 -0.629
C 2.361 -5.541 -0.390
C 1.386 -6.329 0.202
C 0.176 -5.749 0.544
C -0.021 -4.411 0.272
N 0.920 -3.638 -0.295
H 5.065 -0.973 -3.562
H 6.208 -2.878 -2.416
H 4.869 -4.394 -0.975
H 2.653 -0.580 -3.107
H 3.308 -5.968 -0.689
H 1.568 -7.381 0.381
H -0.617 -6.322 1.005
H -0.950 -3.924 0.536
S -1.720 -4.343 -4.063
C -0.444 -3.531 -4.854
C 0.267 -2.794 -3.975
N -0.210 -2.890 -2.679
C -1.268 -3.674 -2.594
H -0.281 -3.632 -5.915
H 1.112 -2.167 -4.201
H -1.810 -3.859 -1.684
*
```

- frontier orbital gap (eV) = 5.22
- LUMO energy (Eh) = -0.3648
- ΔE to the lowest compared entry with this formula, charge and spin (eV) = 0.000
- electronic energy (a.u.) = -3432.2087


No. 8
Below is C3H2FO2Rh as an isolated structure, with properties calculated with ωB97M-V/def2-TZVPD.

ORCA input file:
```
! RIJCOSX wB97M-V def2-TZVPD def2/J DEFGRID3
* xyz 3 6
O 0.341 -1.188 0.022
O 0.097 0.859 -0.910
C -0.996 -1.124 -0.029
C -1.386 0.254 -0.356
C 0.998 0.029 -0.634
H -1.577 -2.028 -0.197
H -2.097 0.430 -1.169
F -1.709 0.977 0.732
Rh 2.429 0.123 0.918
*
```

- frontier orbital gap (spin up / spin down) (eV) = 7.82 / 6.51
- LUMO energy (spin up / spin down) (Eh) = -0.6317 / -0.8191
- ΔE to the lowest compared entry with this formula, charge and spin (eV) = 4.044
- electronic energy (a.u.) = -474.5607